## P
Computed, not measured: one molecule with the formula C5H3NO, with ωB97M-V/def2-TZVPD.

```
10
Properties=species:S:1:pos:R:3:lowdin_charge:R:1
O -0.09 -1.67 -1.41 0.039
N -1.11 2.62 0.01 0.147
C 0.50 -0.15 1.34 0.016
C 1.33 -0.55 0.46 0.133
C -0.64 -0.65 -1.05 -0.219
C -0.06 0.23 0.01 -0.305
C -0.54 1.61 -0.06 -0.185
H -1.52 -0.25 -1.60 0.132
H 0.30 0.17 2.34 0.120
H 1.84 -1.35 -0.06 0.122
```

As for the charge: 0. As for the structure (SMILES): N#CC1(C=O)C=C1. The HOMO energy is -9.6 eV.

## Q
Computed, not measured: one molecule with the formula C5H3NO, with ωB97M-V/def2-TZVPD.

```
10
Properties=species:S:1:pos:R:3:lowdin_charge:R:1
O 1.01 -2.02 0.90 0.128
N -2.30 -1.77 0.68 0.186
C 0.25 -1.13 0.61 -0.387
C 0.83 0.22 0.24 -0.134
C 0.09 1.09 -0.68 -0.128
C -0.51 1.86 -1.39 0.127
C -1.20 -1.41 0.63 -0.101
H -1.03 2.53 -2.04 0.036
H 1.80 -0.14 -0.12 0.132
H 1.06 0.76 1.16 0.140
```

As for the charge: 0. As for the structure (SMILES): C#CCC(=O)C#N. The HOMO energy is -10.8 eV.

## R
Computed, not measured: C5H3NO as an isolated structure, with ωB97M-V/def2-TZVPD.

```
10
Properties=species:S:1:pos:R:3:lowdin_charge:R:1
O -1.80 0.67 0.08 0.042
N 2.88 0.13 0.02 0.146
C 1.73 0.03 -0.09 -0.174
C 0.30 -0.07 -0.09 -0.218
C -0.54 -1.19 0.16 -0.007
C -0.61 0.91 -0.51 -0.067
C -1.79 -0.68 -0.15 -0.113
H -0.52 1.78 -1.14 0.142
H -2.72 -1.14 -0.45 0.127
H -0.27 -2.18 0.53 0.121
```

As for the charge: 0. The HOMO energy (alpha / beta) is -8.6 / -8.6 eV.

## S
Computed, not measured: one molecule with the formula C5H3NO, with ωB97M-V/def2-TZVPD.

```
10
Properties=species:S:1:pos:R:3:lowdin_charge:R:1
O -0.13 1.04 0.99 0.114
N -2.77 1.86 -0.69 0.180
C -0.06 -0.72 -0.68 -0.133
C 1.79 -0.49 0.93 0.128
C 1.28 -0.87 -0.10 -0.124
C -0.62 0.54 0.01 -0.367
C -1.84 1.20 -0.46 -0.108
H -0.19 -0.72 -1.77 0.122
H -0.62 -1.58 -0.30 0.134
H 2.18 -0.11 1.84 0.055
```

As for the charge: 0. As for the structure (SMILES): C#CCC(=O)C#N. The HOMO energy is -10.5 eV.

Stability verdict: Q, ahead by 70.0 kJ/mol

## P
Computed, not measured: a 10-piece molecular cluster, H20O10 overall, with ωB97M-V/def2-TZVPD.

```
30
Properties=species:S:1:pos:R:3:lowdin_charge:R:1
O 0.89 1.21 -2.03 -0.088
O -2.57 2.43 2.13 -0.032
O -3.47 0.53 0.27 -0.061
O 1.61 4.40 -3.17 -0.060
O -1.67 -1.98 1.56 -0.044
O 4.52 -2.04 -1.75 -0.064
O 1.21 -3.40 2.19 -0.040
O 1.17 1.91 2.29 -0.036
O -0.02 0.00 -0.95 -0.101
O -1.73 -3.23 -1.07 -0.057
H -3.02 1.18 0.81 -0.027
H 2.20 3.92 -2.59 0.020
H -0.57 0.52 -1.55 0.049
H -1.23 -2.83 1.50 0.008
H -2.72 3.08 2.83 0.067
H -3.61 0.98 -0.57 0.037
H -0.87 -3.02 -1.45 0.034
H -1.62 2.27 2.17 0.026
H 0.25 -3.39 2.09 0.002
H 1.44 -2.47 2.30 0.038
H 1.53 0.75 -2.60 0.077
H -0.12 0.45 -0.10 0.028
H 4.92 -2.40 -0.95 0.033
H 1.18 3.72 -3.69 0.030
H -2.60 -2.18 1.43 0.062
H 3.64 -2.44 -1.77 0.031
H 1.37 1.99 -1.73 0.053
H 0.29 1.86 1.88 0.001
H 1.28 1.06 2.71 0.044
H -1.68 -2.87 -0.18 -0.028
```

As for the charge: 0. As for the structure (SMILES): O.O.O.O.O.O.O.O.O.O. The HOMO energy is -8.7 eV.

## Q
Computed, not measured: a 10-piece molecular cluster, H20O10 overall, with ωB97M-V/def2-TZVPD.

```
30
Properties=species:S:1:pos:R:3:lowdin_charge:R:1
O 1.84 -2.18 1.15 0.027
O 1.85 0.08 -1.84 -0.088
O -0.03 2.12 -2.19 -0.055
O 1.35 0.63 2.27 -0.064
O 0.72 3.00 0.78 -0.132
O -2.21 -2.13 -0.98 -0.076
O -0.17 -0.67 0.00 0.021
O -2.38 -0.64 2.23 -0.174
O -2.07 2.01 0.41 0.007
O 0.67 -3.71 -0.86 -0.065
H 1.61 -1.32 1.46 0.003
H 2.22 -0.17 -2.65 -0.004
H -1.85 -2.93 -0.68 -0.010
H 0.14 2.61 -3.05 0.116
H -0.33 0.14 0.23 -0.071
H -2.62 2.60 0.11 -0.067
H 1.64 -2.77 1.76 -0.026
H -1.46 -0.84 1.84 0.030
H 1.12 3.89 0.81 0.055
H -1.45 2.52 1.02 0.068
H 0.83 -3.39 -1.76 0.038
H -0.81 1.59 -2.31 0.067
H 1.08 -3.25 -0.12 -0.013
H 1.25 1.24 1.53 -0.004
H 1.28 0.96 -2.12 0.086
H 0.49 -0.68 -0.66 0.013
H 0.61 2.84 -0.32 0.135
H -1.44 -1.60 -0.70 -0.022
H 1.20 0.96 3.18 0.079
H -3.08 -0.91 1.43 0.127
```

As for the charge: 0. As for the structure (SMILES): O.O.O.O.O.O.O.O.O.O. The HOMO energy is -10.2 eV.

Stability verdict: Q, ahead by 154.8 kJ/mol

## P
Computed, not measured: a 10-piece molecular cluster, H20O10 overall, with ωB97M-V/def2-TZVPD.

```
30
Properties=species:S:1:pos:R:3:lowdin_charge:R:1
O -1.33 3.11 -1.34 -0.048
O 0.51 -2.80 -0.57 -0.040
O 0.52 -0.02 -0.33 -0.045
O 4.06 -1.46 -0.26 -0.057
O -2.43 1.38 0.42 -0.022
O -2.10 -2.05 0.49 -0.042
O -1.75 -1.79 -2.32 -0.032
O -1.07 0.01 2.71 -0.034
O 1.35 3.33 -0.54 -0.065
O 2.82 0.61 1.77 -0.040
H -1.57 2.53 -0.61 -0.021
H 1.09 -3.52 -0.32 0.060
H 1.93 2.59 -0.73 0.019
H -0.32 0.02 -0.79 0.015
H 4.99 -1.34 -0.05 0.031
H -1.02 -2.39 -2.42 0.038
H 0.88 -0.87 -0.57 0.002
H -2.04 -1.81 -0.44 -0.018
H 2.12 -0.02 1.92 0.020
H -2.54 1.10 1.33 0.044
H -0.87 0.24 1.80 -0.011
H 2.38 1.46 1.74 0.037
H -3.32 1.53 0.11 0.075
H -0.29 -2.96 -0.07 0.019
H -1.97 -1.52 -3.21 0.058
H 0.47 2.99 -0.72 -0.031
H -1.71 3.96 -1.10 0.056
H 3.63 -0.71 0.15 -0.011
H -2.17 -1.21 0.95 -0.001
H -0.27 -0.40 3.04 0.046
```

As for the charge: 0. As for the structure (SMILES): O.O.O.O.O.O.O.O.O.O. The HOMO energy is -10.6 eV.

## Q
Computed, not measured: a 10-piece molecular cluster, H20O10 overall, with ωB97M-V/def2-TZVPD.

```
30
Properties=species:S:1:pos:R:3:lowdin_charge:R:1
O -4.22 -2.10 0.13 -0.104
O -0.20 0.20 -0.01 -0.096
O -1.75 -0.33 -2.73 -0.049
O -1.65 2.15 3.69 -0.059
O 1.38 2.67 0.58 -0.053
O -0.58 1.73 -1.19 -0.102
O 0.82 -3.06 0.03 -0.050
O 3.79 2.02 -2.51 -0.063
O 3.92 -2.26 1.50 -0.059
O -2.88 -0.72 0.69 -0.085
H -3.59 -2.82 0.04 0.039
H -1.33 2.95 4.11 0.032
H 1.74 -3.33 -0.08 0.033
H 4.31 1.28 -2.18 0.034
H -1.96 -1.13 -3.23 0.037
H -1.70 1.50 4.41 0.029
H 0.54 -2.81 -0.86 0.036
H -0.61 2.08 -2.09 0.074
H -0.11 -0.74 0.18 0.025
H -3.37 -0.07 1.21 0.066
H -0.82 -0.43 -2.51 0.016
H 0.52 0.39 -0.63 0.039
H 3.09 -2.65 1.78 0.024
H -2.17 -1.00 1.27 0.051
H 4.57 -2.63 2.10 0.036
H 4.40 2.77 -2.47 0.033
H 1.09 1.95 0.02 -0.015
H 1.31 3.45 0.03 0.037
H -0.47 2.51 -0.64 0.054
H -4.05 -1.54 -0.63 0.037
```

As for the charge: 0. As for the structure (SMILES): O.O.O.O.O.O.O.O.O.O. The HOMO energy is -8.2 eV.

Stability verdict: P, ahead by 447.8 kJ/mol

## P
Computed, not measured: a 10-piece molecular cluster, H20O10 overall, with ωB97M-V/def2-TZVPD.

```
30
Properties=species:S:1:pos:R:3:lowdin_charge:R:1
O -0.99 1.05 2.10 -0.064
O 0.73 -0.30 0.63 -0.062
O 1.09 1.46 3.86 -0.064
O 1.31 -2.46 -2.03 -0.083
O -0.12 -3.43 1.14 -0.058
O -2.85 -3.07 -0.38 -0.061
O -0.95 3.67 -0.42 -0.088
O 2.22 1.82 -0.63 -0.050
O -2.44 1.64 -0.91 -0.061
O 1.76 -0.14 -3.24 -0.043
H -0.81 3.23 0.43 0.008
H 1.25 0.26 -3.93 0.059
H -1.71 0.93 1.48 0.015
H 0.32 -4.22 1.48 0.052
H -3.04 2.11 -0.31 0.077
H -1.26 2.98 -1.06 0.019
H 0.49 -1.24 0.69 0.027
H 2.01 1.38 3.56 0.037
H -1.95 1.10 -0.25 0.035
H -2.78 -2.49 0.39 0.034
H 1.65 2.21 0.04 0.037
H -2.09 -2.68 -0.87 0.040
H 1.53 -2.61 -2.96 0.031
H 1.62 -1.54 -1.94 -0.011
H 2.38 0.41 -2.74 0.040
H -0.57 0.18 1.94 0.024
H -0.55 -3.83 0.36 0.033
H 1.25 -0.37 -0.19 0.029
H 0.48 0.83 3.47 -0.004
H 3.13 1.89 -0.30 0.056
```

As for the charge: 0. As for the structure (SMILES): O.O.O.O.O.O.O.O.O.O. The HOMO energy is -10.9 eV.

## Q
Computed, not measured: a 10-piece molecular cluster, H20O10 overall, with ωB97M-V/def2-TZVPD.

```
30
Properties=species:S:1:pos:R:3:lowdin_charge:R:1
O -3.34 -1.60 1.78 -0.097
O 4.08 2.00 -0.43 -0.079
O 0.49 1.84 0.30 -0.035
O -3.14 -0.98 -0.47 -0.101
O -2.35 1.77 -1.51 -0.054
O 4.53 -1.77 -0.32 -0.112
O 3.00 -0.95 1.09 -0.058
O -1.54 -3.50 -1.41 -0.038
O -2.10 3.54 0.31 -0.007
O 0.62 -0.84 0.15 -0.084
H -1.15 -3.10 -2.16 0.010
H 5.36 -2.22 -0.26 0.022
H 1.35 1.58 0.64 0.027
H -3.64 -2.44 1.43 0.031
H -2.07 -2.83 -0.98 -0.014
H 0.11 2.41 0.94 0.018
H -2.33 -1.00 0.12 0.053
H -4.11 -1.45 2.46 0.126
H -2.13 4.29 0.81 0.000
H 0.71 -0.11 -0.58 0.097
H 4.99 1.91 -0.70 0.029
H 2.92 -0.26 1.76 0.074
H -2.69 2.88 0.70 0.079
H 2.87 -0.58 0.30 -0.064
H -0.06 -0.46 0.67 0.001
H -1.85 2.46 -1.14 -0.043
H 3.60 1.53 -1.18 0.072
H -3.56 -1.79 -0.15 0.009
H -2.49 1.97 -2.45 0.051
H 3.93 -2.32 0.31 0.086
```

As for the charge: 0. As for the structure (SMILES): O.O.O.O.O.O.O.O.O.O. The HOMO energy is -9.7 eV.

Stability verdict: P, ahead by 195.9 kJ/mol